Here is a molecular structure, C9H10N2Yb from OMol25. Energies are from wB97M-V/def2-TZVPD.

Geometry as XYZ:
```
22
Properties=species:S:1:pos:R:3:lowdin_spin:R:1
C -0.6350 2.0913 -1.6065 0.00
H -2.1101 2.3185 -0.0854 0.00
H -2.5043 1.0941 -1.4292 0.00
H 1.4409 2.2342 -2.0855 0.00
C 1.1120 -2.1490 -0.6703 0.00
C 0.4061 2.5777 -2.2644 0.00
N -0.1324 -0.0477 3.6407 0.00
C -0.1753 -2.4779 -0.1519 0.00
Yb 0.0944 0.1845 -0.0183 1.02
C -1.1597 -1.9410 -1.0374 0.00
H 1.7134 -1.0140 -2.5219 0.00
H -2.2357 -2.0846 -0.9647 0.00
H -0.3742 -3.0917 0.7286 0.00
H 2.0768 -2.4376 -0.2382 0.00
H -0.9424 -0.7898 -2.9565 0.00
N 1.8428 1.3010 0.3033 -0.02
H 0.3002 3.3727 -3.0194 0.00
C -0.4784 -1.2737 -2.0969 0.00
C 0.9256 -1.3918 -1.8676 0.00
C -1.7784 1.7994 -0.9979 0.00
H 2.7387 1.7408 0.5730 0.00
C -0.1251 -0.0156 2.4623 0.00
```

Computed properties:
Total charge: -1
LUMO energy (spin up / spin down) in eV: 2.973 / 2.975
Frontier orbital gap (spin up / spin down) in eV: 5.8 / 5.8
HOMO (spin up / spin down) in eV: -2.8 / -2.8
Spin multiplicity: 2